Entry from the Open Molecules 2025 dataset: a single C3H6N2OS2 molecule at a distorted geometry (ωB97M-V/def2-TZVPD).

As for the electronic energy: -1098.91801 hartree. For the HOMO energy, the calculation gives -0.3047 Ha. Its structure (SMILES) is CO/C=N/NC(=S)S. As for the multiplicity: 1.

Last column: Löwdin charge in e.
CARTESIAN COORDINATES (ANGSTROEM)
C1 -3.227 0.403 0.111  -0.097
O1 -1.947 0.914 0.167  -0.071
C2 -0.914 0.087 -0.067  -0.186
N1 0.272 0.587 0.073  0.083
N2 1.405 -0.209 -0.048  -0.129
C3 2.723 -0.114 0.119  -1.110
S1 3.520 -1.636 0.145  0.488
S2 3.896 1.228 -0.002  0.713
H1 -3.349 -0.467 0.734  0.087
H2 -3.315 0.028 -0.900  0.086
H3 -4.083 1.085 0.227  0.107
H4 -0.898 -0.902 -0.338  0.114
H5 1.152 -1.230 -0.186  0.108
H6 4.766 0.226 -0.034  -0.192

Entry from the Open Molecules 2025 dataset: a single C3H6N2S molecule at a distorted geometry (ωB97M-V/def2-TZVPD).

As for the electronic energy: -625.45348 hartree. For the HOMO energy, the calculation gives -0.2771 Ha. Its structure (SMILES) is C1=NNCCS1. As for the multiplicity: 1.

Last column: Löwdin charge in e.
CARTESIAN COORDINATES (ANGSTROEM)
C1 0.216 1.317 1.302  -0.594
N1 0.274 1.635 0.079  -0.176
N2 0.373 0.843 -0.789  -0.168
C2 -0.421 -0.447 -0.855  -0.230
C3 -0.121 -1.323 0.383  -0.522
S1 0.274 -0.274 1.776  0.879
H1 0.498 2.292 2.030  0.142
H2 0.253 1.316 -1.806  0.185
H3 0.237 -1.004 -1.700  0.148
H4 -1.509 -0.216 -1.031  0.122
H5 0.868 -2.097 0.026  0.151
H6 -0.941 -2.040 0.585  0.064

Entry from the Open Molecules 2025 dataset: a single C3H6N2S molecule at a distorted geometry (ωB97M-V/def2-TZVPD).

As for the electronic energy: -625.57725 hartree. For the HOMO energy, the calculation gives -0.3270 Ha. Its structure (SMILES) is C/N=C\NC=S. As for the multiplicity: 1.

Last column: Löwdin charge in e.
CARTESIAN COORDINATES (ANGSTROEM)
C1 0.153 0.008 -1.712  -0.159
N1 -1.064 -0.385 -1.049  -0.004
C2 -1.228 -0.414 0.185  -0.221
N2 -0.375 -0.102 1.281  -0.016
C3 0.914 0.338 1.315  -0.736
S1 1.738 0.644 2.688  0.615
H1 0.023 -0.051 -2.805  0.071
H2 1.039 -0.609 -1.452  0.085
H3 0.457 1.075 -1.528  0.092
H4 -2.192 -0.745 0.586  0.121
H5 -0.816 -0.242 2.175  0.110
H6 1.351 0.483 0.316  0.042

Entry from the Open Molecules 2025 dataset: a molecular structure, C3H6N2S at a distorted geometry (ωB97M-V/def2-TZVPD).

As for the electronic energy: -625.46432 hartree. For the HOMO energy, the calculation gives -0.3104 Ha. As for the multiplicity: 1.

Last column: Löwdin charge in e.
CARTESIAN COORDINATES (ANGSTROEM)
C1 1.172 -0.406 -0.250  -0.262
C2 0.801 0.961 -0.255  -0.073
C3 -0.628 1.458 0.134  -0.233
H1 0.176 -0.767 1.427  0.247
H2 0.995 -2.189 0.540  0.052
H3 1.932 -0.716 -0.818  0.058
H4 1.474 1.448 -0.985  0.081
H5 -0.524 2.312 0.640  0.030
H6 -1.471 -1.115 -0.844  -0.189
N1 0.447 -1.398 0.343  -0.006
N2 -1.872 0.980 0.275  -0.384
S1 -2.503 -0.569 -0.206  0.678

Entry from the Open Molecules 2025 dataset: a single C3H6N2S molecule at a distorted geometry (ωB97M-V/def2-TZVPD).

As for the electronic energy: -625.50632 hartree. For the HOMO energy, the calculation gives -0.3367 Ha. Its structure (SMILES) is [H]/N=C(/N)C(C)=S. As for the multiplicity: 1.

Last column: Löwdin charge in e.
CARTESIAN COORDINATES (ANGSTROEM)
H1 -0.832 1.777 -0.486  0.076
N1 -1.758 1.063 -0.529  0.093
C1 -1.085 0.064 0.000  -0.518
N2 -1.713 -1.180 0.470  0.040
C2 0.473 0.250 0.254  -0.773
C3 1.068 1.636 0.296  -0.176
S1 1.430 -0.947 -0.232  0.774
H2 -2.728 -1.158 -0.114  0.170
H3 -1.218 -2.038 0.264  0.032
H4 0.837 2.035 -0.656  0.049
H5 2.098 1.296 0.648  0.074
H6 0.528 2.364 1.171  0.160

Entry from the Open Molecules 2025 dataset: a single C3H6N2S molecule at a distorted geometry (ωB97M-V/def2-TZVPD).

As for the electronic energy: -625.51203 hartree. For the HOMO energy, the calculation gives -0.2769 Ha. Its structure (SMILES) is NN1C=CCS1. As for the multiplicity: 1.

Last column: Löwdin charge in e.
CARTESIAN COORDINATES (ANGSTROEM)
N1 -0.762 -2.097 -0.142  0.003
N2 -0.593 -0.738 -0.074  -0.477
C1 0.377 -0.285 0.827  -0.191
C2 0.824 0.947 0.654  -0.203
C3 0.209 1.627 -0.476  -0.502
S1 -0.526 0.357 -1.567  0.863
H1 -1.728 -2.292 0.077  0.090
H2 -0.312 -2.465 -0.926  0.056
H3 0.513 -1.033 1.585  0.112
H4 1.606 1.487 1.194  0.107
H5 -0.450 2.348 0.031  0.088
H6 0.842 2.145 -1.184  0.055

Entry from the Open Molecules 2025 dataset: 2 unconnected molecules or ions with the total composition C3H6N2S at a distorted geometry (ωB97M-V/def2-TZVPD).

As for the electronic energy: -625.38443 hartree. For the HOMO energy, the calculation gives -0.2943 Ha. As for the multiplicity: 1.

Last column: Löwdin charge in e.
CARTESIAN COORDINATES (ANGSTROEM)
C1 0.594 0.302 -0.006  -0.572
C2 -0.292 -0.861 -0.144  -0.179
C3 -1.717 -0.830 0.107  -0.717
H1 0.463 2.374 1.247  0.290
H2 -0.831 1.742 -0.232  -0.137
H3 2.525 0.239 -0.710  0.215
H4 1.952 -1.208 0.412  0.174
H5 0.201 -1.918 -0.482  0.133
H6 -2.109 -1.855 -0.140  0.054
N1 0.126 1.655 -0.295  0.097
N2 1.811 -0.079 0.213  0.026
S1 -2.723 0.439 0.032  0.616

Entry from the Open Molecules 2025 dataset: a molecular structure, C3H6N2S at a distorted geometry (ωB97M-V/def2-TZVPD).

The net charge is +2. As for the electronic energy: -624.79245 hartree. For the HOMO energy, the calculation gives -0.7499 Ha. As for the multiplicity: 1.

Last column: Löwdin charge in e.
CARTESIAN COORDINATES (ANGSTROEM)
C1 -1.206 1.640 1.247  -0.243
C2 0.154 0.342 0.685  -0.239
C3 0.935 -0.730 -0.015  -0.023
N1 -1.005 0.684 0.327  0.059
N2 0.160 -0.928 -1.275  0.233
S1 0.239 1.743 2.179  1.187
H1 -2.154 2.196 1.351  0.147
H2 0.878 -1.698 0.435  0.159
H3 1.997 -0.401 -0.274  0.199
H4 -0.722 -1.344 -1.086  0.170
H5 0.662 -1.497 -1.918  0.184
H6 0.063 -0.007 -1.657  0.166

Entry from the Open Molecules 2025 dataset: 2 unconnected molecules or ions with the total composition C3H6N2S2 at a distorted geometry (ωB97M-V/def2-TZVPD).

As for the electronic energy: -1023.71885 hartree. For the HOMO energy, the calculation gives -0.3271 Ha. Its structure (SMILES) is C/C=N\S.N=C=S. As for the multiplicity: 1.

Last column: Löwdin charge in e.
CARTESIAN COORDINATES (ANGSTROEM)
C1 -1.061 0.185 0.310  -0.126
C2 0.417 0.227 0.170  -0.355
N1 1.012 -0.807 -0.219  -0.471
S1 0.253 -2.244 -0.260  0.813
H1 -1.560 1.172 0.169  0.087
H2 -1.366 -0.291 1.229  0.061
H3 -1.364 -0.727 -0.395  0.045
H4 0.876 1.209 0.160  0.097
H5 1.360 -2.847 -0.647  -0.133
N2 2.864 0.978 -1.358  0.116
C3 3.258 0.387 -0.398  -0.967
S2 4.023 -0.110 0.840  0.730
H6 2.567 0.738 -2.298  0.101

Entry from the Open Molecules 2025 dataset: a single C3H6N2S2 molecule at a distorted geometry (ωB97M-V/def2-TZVPD).

As for the electronic energy: -1023.73206 hartree. For the HOMO energy, the calculation gives -0.3247 Ha. Its structure (SMILES) is C/N=C(/C=S)NS. As for the multiplicity: 1.

Last column: Löwdin charge in e.
CARTESIAN COORDINATES (ANGSTROEM)
C1 1.810 0.947 -0.259  -0.146
N1 0.693 0.509 -1.029  0.029
C2 -0.261 -0.096 -0.427  -0.520
C3 -1.411 -0.437 -1.267  -0.604
S1 -2.972 -0.610 -0.856  0.694
N2 -0.341 -0.306 0.985  -0.384
S2 -0.899 -1.764 1.705  0.700
H1 1.485 1.815 0.463  0.122
H2 2.569 1.350 -0.910  0.066
H3 2.227 0.239 0.422  0.062
H4 -1.107 -0.436 -2.322  0.061
H5 0.401 0.125 1.535  0.052
H6 -2.194 -1.335 1.961  -0.134

Entry from the Open Molecules 2025 dataset: a single C3H6N2S2 molecule at a distorted geometry (ωB97M-V/def2-TZVPD).

As for the electronic energy: -1023.67704 hartree. For the HOMO energy, the calculation gives -0.2900 Ha. Its structure (SMILES) is CN(S)/C=N\C=S. As for the multiplicity: 1.

Last column: Löwdin charge in e.
CARTESIAN COORDINATES (ANGSTROEM)
C1 -0.354 -1.110 0.488  -0.205
N1 -0.883 0.008 -0.191  -0.551
S1 -2.544 -0.027 -0.680  0.793
C2 -0.236 1.097 -0.476  -0.303
N2 0.960 1.407 0.074  -0.036
C3 2.133 0.694 0.007  -0.750
S2 2.234 -0.684 -0.828  0.606
H1 0.081 -0.761 1.438  0.102
H2 0.329 -1.698 -0.177  0.004
H3 -1.234 -1.886 0.663  0.106
H4 -2.989 -0.010 0.704  -0.044
H5 -0.645 1.785 -1.429  0.185
H6 3.146 1.184 0.408  0.092

Entry from the Open Molecules 2025 dataset: a single C3H6N2S3 molecule at a distorted geometry (ωB97M-V/def2-TZVPD).

As for the electronic energy: -1421.94923 hartree. For the HOMO energy, the calculation gives -0.2906 Ha. Its structure (SMILES) is SNC1=NSCCS1. As for the multiplicity: 1.

Last column: Löwdin charge in e.
CARTESIAN COORDINATES (ANGSTROEM)
S1 2.254 -2.069 1.756  0.720
N1 2.132 -0.809 0.652  -0.486
C1 1.026 -0.146 0.184  -0.856
N2 1.223 0.962 -0.401  -0.328
S2 0.104 2.010 -1.156  0.839
C2 -1.449 1.465 -0.435  -0.595
C3 -1.681 -0.017 -0.491  -0.527
S3 -0.487 -0.958 0.570  0.887
H1 1.959 -3.110 0.907  -0.122
H2 3.034 -0.338 0.446  0.103
H3 -1.558 1.808 0.642  0.098
H4 -2.258 1.947 -1.015  0.078
H5 -1.588 -0.465 -1.547  0.100
H6 -2.711 -0.280 -0.113  0.088

Entry from the Open Molecules 2025 dataset: 2 unconnected molecules or ions with the total composition C3H6N2S3 at a distorted geometry (ωB97M-V/def2-TZVPD).

As for the electronic energy: -1421.87194 hartree. For the HOMO energy, the calculation gives -0.3120 Ha. As for the multiplicity: 1.

Last column: Löwdin charge in e.
CARTESIAN COORDINATES (ANGSTROEM)
C1 0.518 -2.599 -2.629  -0.041
C2 -1.178 0.315 0.934  -1.648
C3 0.448 2.672 1.366  -0.419
N1 0.507 -1.674 -1.723  -0.171
N2 0.432 -0.914 -0.881  0.178
S1 -2.481 -0.470 0.271  0.520
S2 -0.036 -0.416 2.023  0.697
S3 -1.014 2.005 0.549  0.760
H1 -0.208 -2.639 -3.338  0.014
H2 1.514 -3.128 -2.760  0.085
H3 0.602 3.765 1.180  0.056
H4 1.336 2.078 1.084  0.038
H5 0.089 2.597 2.414  0.031
H6 -0.530 -1.592 1.510  -0.100

Entry from the Open Molecules 2025 dataset: a single C3H6N2S3 molecule at a distorted geometry (ωB97M-V/def2-TZVPD).

As for the electronic energy: -1421.71772 hartree. For the HOMO energy (alpha / beta), the calculation gives -0.2672 / -0.2893 Ha. As for the multiplicity: 3.

Last column: Mulliken spin population.
CARTESIAN COORDINATES (ANGSTROEM)
C1 -0.741 1.354 0.045  0.543
C2 0.069 -1.920 -1.991  0.003
C3 -0.045 0.816 1.199  -0.021
N1 0.904 -0.980 -2.028  0.000
N2 0.998 -0.090 0.733  0.038
S1 -2.294 1.363 -0.188  1.240
S2 1.839 0.185 -0.639  0.028
S3 -1.046 -0.231 2.371  0.058
H1 0.005 1.702 -0.703  0.061
H2 -0.196 -2.161 -0.938  0.001
H3 0.433 1.537 2.037  0.061
H4 1.113 -0.675 -2.997  0.000
H5 1.342 -0.973 1.305  -0.001
H6 -2.382 0.074 1.795  -0.009

Entry from the Open Molecules 2025 dataset: 2 unconnected molecules or ions with the total composition C3H6N3 at a distorted geometry (ωB97M-V/def2-TZVPD).

The net charge is +1. As for the electronic energy: -281.80760 hartree. For the HOMO energy (alpha / beta), the calculation gives -0.5128 / -0.5128 Ha. As for the multiplicity: 1.

Last column: Löwdin charge in e.
CARTESIAN COORDINATES (ANGSTROEM)
C1 -2.210 0.559 -0.460  0.034
C2 -1.431 -0.450 -0.298  -0.248
C3 1.522 -0.107 0.085  -0.203
N1 1.288 0.738 1.024  0.206
N2 -0.483 -1.208 -0.162  0.148
N3 2.415 -0.541 -0.563  0.312
H1 -2.674 1.001 0.512  0.120
H2 1.760 1.635 1.097  0.167
H3 0.345 1.038 1.207  0.118
H4 -0.578 -2.229 -0.227  0.129
H5 2.677 -1.440 -0.779  0.098
H6 -2.630 1.004 -1.436  0.120

Entry from the Open Molecules 2025 dataset: a gas-phase ion, C3H6N3 (charge +1) at a distorted geometry (ωB97M-V/def2-TZVPD).

The net charge is +1. As for the electronic energy: -281.77591 hartree. For the HOMO energy, the calculation gives -0.5145 Ha. As for the multiplicity: 1.

Last column: Löwdin charge in e.
CARTESIAN COORDINATES (ANGSTROEM)
C1 2.239 0.267 -0.126  -0.191
C2 0.878 1.031 0.010  0.013
C3 -1.368 0.414 -0.743  -0.067
N1 2.367 -0.930 0.094  0.139
N2 -0.295 0.592 -0.207  0.035
N3 -2.226 -0.541 -0.028  0.129
H1 3.188 0.835 -0.427  0.145
H2 1.042 2.017 0.519  0.152
H3 1.527 -1.386 0.361  0.043
H4 -2.348 -1.471 -0.519  0.184
H5 -3.203 -0.048 0.092  0.211
H6 -1.800 -0.781 0.974  0.209

Entry from the Open Molecules 2025 dataset: a gas-phase ion, C3H6N3 (charge +1) at a distorted geometry (ωB97M-V/def2-TZVPD).

The net charge is +1. As for the electronic energy: -281.77854 hartree. For the HOMO energy (alpha / beta), the calculation gives -0.5149 / -0.5149 Ha. As for the multiplicity: 1.

Last column: Löwdin charge in e.
CARTESIAN COORDINATES (ANGSTROEM)
C1 -1.552 0.936 -0.033  -0.063
C2 -1.382 -1.253 0.116  0.207
C3 1.705 -0.326 0.100  -0.048
N1 -2.120 -0.314 0.097  0.118
N2 -0.240 0.995 -0.162  0.078
N3 0.319 -0.167 -0.190  -0.057
H1 -2.116 1.849 -0.114  0.143
H2 -1.153 -2.336 0.150  0.151
H3 1.833 -0.925 0.980  0.089
H4 2.306 -0.791 -0.818  0.153
H5 2.105 0.571 0.337  0.044
H6 0.296 1.760 -0.461  0.185

Entry from the Open Molecules 2025 dataset: a gas-phase ion, C3H6N3 (charge +1) at a distorted geometry (ωB97M-V/def2-TZVPD).

The net charge is +1. As for the electronic energy: -281.75101 hartree. For the HOMO energy, the calculation gives -0.5416 Ha. Its structure (SMILES) is C=C=N/[NH+]=N/C. As for the multiplicity: 1.

Last column: Löwdin charge in e.
CARTESIAN COORDINATES (ANGSTROEM)
C1 -1.953 -2.093 -1.008  0.122
C2 -1.865 -0.906 -0.525  -0.125
N1 -1.941 0.283 -0.232  0.117
N2 -0.857 0.876 0.329  0.036
N3 0.245 0.354 0.149  0.096
C3 1.404 0.863 0.767  -0.024
H1 -1.461 -2.041 -1.950  0.093
H2 -2.450 -2.955 -0.536  0.114
H3 -1.146 1.735 0.786  0.206
H4 1.259 1.845 1.017  0.057
H5 1.373 0.266 1.780  0.168
H6 2.385 0.628 0.228  0.141

Entry from the Open Molecules 2025 dataset: a gas-phase ion, C3H6N3O (charge +1) at a distorted geometry (ωB97M-V/def2-TZVPD).

The net charge is +1. As for the electronic energy: -357.04911 hartree. For the HOMO energy, the calculation gives -0.5284 Ha. Its structure (SMILES) is N[n+]1ccn(O)c1. As for the multiplicity: 1.

Last column: Löwdin charge in e.
CARTESIAN COORDINATES (ANGSTROEM)
N1 -0.083 -1.969 0.444  0.147
N2 -0.071 -0.662 0.022  -0.145
C1 -1.205 0.058 -0.016  -0.029
C2 -0.901 1.410 -0.176  0.023
N3 0.454 1.495 -0.212  -0.097
O1 1.185 2.566 -0.700  0.088
C3 0.943 0.186 -0.143  0.038
H1 -1.021 -2.356 0.489  0.124
H2 0.567 -2.611 -0.022  0.137
H3 -2.305 -0.308 -0.139  0.185
H4 -1.603 2.269 -0.338  0.171
H5 1.857 2.984 -0.114  0.162
H6 1.977 -0.098 0.249  0.196